[1]
DFT (wB97M-V/def2-TZVPD) results for a cluster of 2 separate species, C4H11NO in total.

## Properties
Net charge: 0
SMILES string: CC=O.CNC
Largest force on an atom, eV/Å: 6.83
E_HOMO, eV: -9.28
Gap between HOMO and LUMO, eV: 10.172
LUMO, eV: 0.8906

XYZ file:
```
17
Properties=species:S:1:pos:R:3:forces:R:3:nbo_charge:R:1
C 0.200 1.348 -0.264 3.415 -2.043 -0.776 -0.407
N -0.538 1.147 0.918 -0.489 -0.091 1.949 -0.638
C 0.407 1.275 2.080 -1.848 0.508 -0.109 -0.416
H 1.197 0.633 -0.274 -2.319 1.647 0.187 0.171
H 0.583 2.346 -0.320 0.414 0.866 -0.460 0.171
H -0.300 1.057 -1.168 -0.609 0.095 -0.417 0.199
H -1.277 1.864 0.956 0.487 -0.568 0.281 0.360
H 1.018 2.144 1.934 0.771 0.521 -0.081 0.168
H -0.112 1.453 3.045 0.046 -0.474 -0.668 0.205
H 1.018 0.390 2.132 0.208 -0.318 0.072 0.197
O -0.726 -3.068 0.140 1.594 4.986 -2.035 -0.548
C -0.384 -1.931 -0.405 -2.334 -6.181 1.734 0.375
C -0.323 -1.938 -1.920 2.420 1.870 -1.025 -0.733
H -0.174 -1.118 0.309 -0.043 0.125 -0.832 0.182
H 0.596 -1.324 -2.230 -0.621 -0.919 0.599 0.220
H -0.176 -2.927 -2.381 -0.364 0.268 0.713 0.248
H -1.009 -1.353 -2.550 -0.730 -0.291 0.867 0.246
```
Positions in Å, forces in eV/Å.


[2]
DFT (wB97M-V/def2-TZVPD) results for the molecule C4H7NO3S.

## Properties
Net charge: 0
SMILES string: C#CCCOS(N)(=O)=O
Largest force on an atom, eV/Å: 7.59
E_HOMO, eV: -9.84
Gap between HOMO and LUMO, eV: 10.115
LUMO, eV: 0.2763

XYZ file:
```
16
Properties=species:S:1:pos:R:3:forces:R:3:nbo_charge:R:1
C 0.589 1.114 0.198 1.309 0.006 -2.602 -0.091
C 0.445 2.273 -0.822 3.547 1.162 -0.666 -0.514
C -0.852 2.884 -1.190 -4.384 0.027 -3.100 -0.014
C -1.906 3.058 -1.883 6.139 -1.048 4.332 -0.220
H -0.204 -3.331 -0.044 1.309 -1.887 -0.213 0.380
H -1.523 -2.646 0.494 1.220 0.526 -1.772 0.398
H 1.655 0.848 0.252 0.074 1.295 0.829 0.199
H 0.117 1.254 1.144 -0.405 0.244 0.493 0.223
H 1.366 2.947 -0.433 -2.659 -0.476 -0.731 0.245
H 0.908 2.022 -1.866 -0.815 -0.268 1.928 0.260
H -2.877 3.074 -2.246 -1.134 0.370 -0.558 0.230
N -0.716 -2.516 -0.226 -1.433 2.416 3.318 -0.943
O -0.389 -0.828 1.894 1.547 -2.211 -3.315 -0.900
O 1.673 -1.708 0.609 -2.032 -0.415 0.461 -0.898
O 0.181 -0.082 -0.470 -1.977 -2.685 1.479 -0.681
S 0.262 -1.349 0.638 -0.309 2.943 0.117 2.325
```
Positions in Å, forces in eV/Å.


[3]
DFT (wB97M-V/def2-TZVPD) results for the ion C2H4ClO4S with charge -1.

## Properties
Net charge: -1
SMILES string: C[C@@](O)(Cl)S(=O)(=O)[O-]
Largest force on an atom, eV/Å: 2.59
E_HOMO, eV: -5.13
Gap between HOMO and LUMO, eV: 8.631
LUMO, eV: 3.4977

XYZ file:
```
12
Properties=species:S:1:pos:R:3:forces:R:3:nbo_charge:R:1
C 0.051 -0.089 -0.328 1.483 -1.215 -1.744 -0.714
C -1.110 0.488 0.319 -1.781 -0.072 -0.433 0.006
O -2.139 -1.848 0.374 -1.002 1.465 -0.946 -1.028
O -3.712 0.033 0.706 -0.624 0.317 0.598 -0.993
O -2.851 -0.364 -1.544 0.401 -0.417 1.348 -1.014
O -1.029 0.392 1.667 -0.018 0.551 1.534 -0.680
S -2.656 -0.521 -0.087 1.612 -1.477 -1.100 2.368
Cl -1.363 2.160 -0.238 -0.089 0.971 -0.108 -0.111
H 0.092 -1.067 0.092 0.879 -0.762 0.924 0.255
H -0.112 -0.415 -1.335 -0.731 0.432 -0.981 0.252
H 1.002 0.453 -0.423 -0.323 0.154 0.895 0.204
H -0.113 0.473 1.941 0.194 0.052 0.014 0.456
```
Positions in Å, forces in eV/Å.


[4]
DFT (wB97M-V/def2-TZVPD) results for a structure of composition C32H30N5Pt.

## Properties
Net charge: +1
Spin multiplicity: 3
Largest force on an atom, eV/Å: 0.84
E_HOMO (spin up / spin down), eV: -9.11 / -10.46
Gap between HOMO and LUMO (spin up / spin down), eV: 5.875 / 6.897
LUMO (spin up / spin down), eV: -3.2312 / -3.5620

XYZ file:
```
68
Properties=species:S:1:pos:R:3:forces:R:3:nbo_charge:R:1
Pt -0.893 1.361 -0.210 0.081 -0.028 0.180 0.974
C -2.689 2.943 -3.856 -0.290 0.143 -0.016 -0.231
C -3.936 3.409 -3.447 0.221 -0.066 -0.127 -0.139
C -4.255 3.370 -2.106 -0.018 -0.035 0.390 -0.203
C -3.351 2.827 -1.196 0.183 0.081 -0.737 0.157
N -2.157 2.355 -1.611 -0.154 0.194 -0.058 -0.487
C -1.828 2.446 -2.905 0.111 -0.079 0.007 0.076
C -3.581 2.741 0.244 -0.091 -0.117 0.822 0.167
C -4.785 3.040 0.881 0.117 0.049 -0.394 -0.207
C -4.890 2.869 2.246 0.154 -0.050 0.218 -0.139
C -3.772 2.465 2.970 -0.247 0.119 -0.061 -0.233
C -2.604 2.216 2.284 0.087 -0.086 -0.019 0.071
N -2.526 2.311 0.956 0.033 -0.171 -0.168 -0.472
H -2.399 2.971 -4.896 0.059 0.005 0.016 0.243
H -4.636 3.808 -4.168 -0.010 0.020 0.013 0.239
H -5.195 3.764 -1.750 -0.026 -0.020 -0.067 0.230
H -0.834 2.106 -3.162 -0.035 -0.082 0.001 0.223
H -5.630 3.389 0.305 -0.033 -0.054 0.030 0.230
H -5.831 3.045 2.748 0.002 0.061 -0.010 0.238
H -3.817 2.339 4.042 0.047 0.014 0.001 0.243
H -1.696 1.907 2.788 -0.017 -0.043 -0.005 0.226
C 2.358 -4.630 1.643 0.036 0.030 -0.065 -0.636
C 3.184 -3.930 0.601 0.004 0.022 0.084 -0.060
C 4.372 -4.480 0.134 0.004 0.018 -0.019 -0.176
C 5.144 -3.835 -0.820 0.020 -0.006 -0.002 -0.208
C 4.733 -2.611 -1.321 0.026 0.019 -0.003 -0.201
C 3.545 -2.047 -0.884 -0.053 -0.042 0.001 -0.269
C 2.775 -2.703 0.073 0.121 0.020 -0.041 0.196
N 1.525 -2.179 0.507 0.023 -0.028 -0.071 -0.633
C 1.146 -0.866 0.404 -0.027 -0.031 0.330 0.657
N 2.081 0.023 0.774 -0.135 -0.072 -0.082 -0.580
C 2.076 1.428 0.701 -0.055 0.380 -0.126 0.166
C 0.960 2.155 0.297 -0.366 0.131 -0.038 -0.334
C 1.048 3.548 0.265 0.367 0.085 0.094 -0.256
C 2.216 4.197 0.624 -0.160 0.065 -0.048 -0.201
C 3.317 3.453 1.026 0.053 -0.023 0.012 -0.209
C 3.273 2.071 1.066 0.068 -0.053 0.030 -0.046
C 4.479 1.278 1.501 -0.100 0.082 -0.017 -0.652
N -0.079 -0.535 0.070 -0.186 -0.190 -0.107 -0.638
C -0.912 -1.556 -0.499 0.075 -0.435 -0.028 0.098
C -0.542 -2.105 -1.730 -0.149 0.193 0.056 -0.227
C -1.292 -3.116 -2.303 0.075 -0.032 -0.086 -0.207
C -2.417 -3.593 -1.649 -0.080 -0.021 -0.002 -0.204
C -2.783 -3.054 -0.426 0.007 -0.024 -0.013 -0.190
C -2.044 -2.041 0.175 0.292 0.165 -0.027 -0.041
C -2.438 -1.488 1.513 0.024 -0.119 -0.023 -0.631
H 2.890 -5.496 2.029 -0.028 -0.017 0.011 0.232
H 1.407 -4.981 1.232 -0.011 -0.013 0.032 0.216
H 2.133 -3.961 2.477 -0.029 -0.018 0.004 0.225
H 4.701 -5.430 0.537 -0.019 -0.011 -0.010 0.219
H 6.060 -4.288 -1.174 0.015 0.013 0.033 0.225
H 5.328 -2.095 -2.063 -0.013 -0.011 -0.012 0.224
H 3.213 -1.105 -1.303 -0.018 -0.008 -0.004 0.218
H 0.762 -2.839 0.495 -0.057 0.027 -0.078 0.421
H 2.942 -0.394 1.090 0.011 -0.033 0.048 0.427
H 0.195 4.140 -0.046 -0.039 -0.040 -0.006 0.209
H 2.270 5.277 0.593 0.019 -0.007 0.013 0.219
H 4.229 3.960 1.314 0.019 -0.030 -0.011 0.217
H 5.316 1.942 1.699 0.014 -0.010 -0.003 0.239
H 4.794 0.572 0.727 0.047 -0.038 0.050 0.217
H 4.278 0.724 2.423 0.050 -0.059 -0.022 0.218
H 0.336 -1.718 -2.234 0.020 -0.016 0.015 0.219
H -0.992 -3.537 -3.253 -0.012 0.015 -0.005 0.225
H -3.007 -4.386 -2.090 -0.003 -0.002 0.011 0.225
H -3.653 -3.440 0.091 -0.008 0.015 -0.005 0.217
H -3.247 -2.068 1.954 0.048 -0.030 -0.003 0.226
H -2.784 -0.464 1.402 -0.027 0.222 0.070 0.214
H -1.590 -1.483 2.201 -0.040 0.056 0.047 0.222
```
Positions in Å, forces in eV/Å.


[5]
DFT (wB97M-V/def2-TZVPD) results for a structure of composition C4H8O2.

## Properties
Net charge: 0
Largest force on an atom, eV/Å: 0.86
E_HOMO (spin up / spin down), eV: -8.68 / -8.68
Gap between HOMO and LUMO (spin up / spin down), eV: 9.165 / 9.165
LUMO (spin up / spin down), eV: 0.4829 / 0.4828

XYZ file:
```
14
Properties=species:S:1:pos:R:3:forces:R:3:nbo_charge:R:1
C -1.704 -0.140 0.568 0.033 -0.034 0.046 -0.713
C -0.379 -0.574 -0.040 0.154 -0.085 0.115 0.559
O 0.250 -1.535 0.442 -0.574 0.512 -0.382 -0.640
C 0.131 0.182 -1.214 0.336 0.166 0.125 -0.669
C 1.746 0.935 0.342 0.106 -0.207 0.329 0.083
O 2.362 -0.198 0.480 -0.428 -0.096 0.102 -0.648
H -1.881 0.938 0.458 0.112 -0.265 -0.001 0.225
H -2.521 -0.661 0.048 0.233 0.088 0.073 0.242
H -1.743 -0.422 1.625 0.029 0.041 -0.230 0.239
H 0.688 -0.445 -1.916 -0.157 0.102 0.158 0.251
H -0.595 0.846 -1.696 0.133 -0.245 0.164 0.234
H 0.861 1.040 1.025 0.164 -0.155 -0.101 0.098
H 1.067 0.980 -0.888 -0.541 -0.261 -0.383 0.243
H 1.719 -0.945 0.768 0.400 0.441 -0.015 0.498
```
Positions in Å, forces in eV/Å.


[6]
DFT (wB97M-V/def2-TZVPD) results for a cluster of 8 separate species, C29H59Br2NO13 in total.

## Properties
Net charge: 0
SMILES string: CCOC(C)=O.CCOC(C)=O.CCOC(C)=O.CCOC(C)=O.CCOC(C)=O.CCOC(C)=O.CNC(C)=O.BrCCBr
Largest force on an atom, eV/Å: 3.27
E_HOMO, eV: -9.77
Gap between HOMO and LUMO, eV: 10.199
LUMO, eV: 0.4330

XYZ file:
```
104
Properties=species:S:1:pos:R:3:forces:R:3:mulliken_charge:R:1
O -1.029 -4.130 -0.956 -0.160 0.447 0.593 -0.596
C 0.110 -3.743 -0.976 1.209 -0.452 -1.801 0.616
O 0.579 -2.566 -0.568 0.079 0.400 0.168 0.389
C -0.231 -1.584 0.106 -0.313 -0.257 -0.925 -0.385
C -0.916 -0.621 -0.816 1.581 1.664 -0.649 0.189
C 1.278 -4.544 -1.630 -1.299 -0.423 1.702 -0.645
H 0.485 -1.061 0.694 0.301 0.195 0.955 -0.069
H -1.019 -2.058 0.647 -0.163 -0.617 0.907 0.399
H -1.475 0.112 -0.183 0.504 -0.363 -0.668 0.173
H -1.599 -1.107 -1.462 -0.821 -0.480 -0.575 -0.497
H -0.139 -0.098 -1.493 -1.202 -0.459 1.124 0.046
H 2.127 -4.510 -0.943 0.007 -0.038 -0.231 0.171
H 1.601 -4.163 -2.594 -0.303 0.032 -0.097 -0.083
H 0.870 -5.570 -1.631 0.521 0.318 -0.529 0.357
O 3.894 -4.050 0.599 -0.813 0.163 0.810 -0.594
C 3.032 -3.610 1.341 1.074 0.093 -0.441 0.670
O 2.811 -2.272 1.497 -0.133 -1.102 -1.168 -0.087
C 3.633 -1.532 0.550 0.223 0.969 1.389 -0.274
C 3.131 -0.126 0.374 -0.598 1.998 0.366 -0.545
C 2.053 -4.401 2.125 0.277 -1.225 0.867 -1.069
H 3.742 -2.076 -0.384 0.210 -0.078 0.242 0.245
H 4.539 -1.420 1.176 0.294 -0.208 -1.248 0.359
H 2.205 0.133 -0.205 0.735 -0.999 0.132 -0.039
H 3.946 0.497 -0.082 -0.605 -0.602 0.391 0.509
H 2.935 0.325 1.377 0.386 -0.294 -0.654 -0.093
H 1.161 -3.846 1.996 -1.275 0.294 0.435 0.211
H 2.298 -4.546 3.204 -0.041 0.688 -0.721 0.315
H 1.905 -5.431 1.774 0.292 0.435 -0.392 0.335
O -3.667 -1.852 -2.395 1.059 2.054 -1.050 -0.519
C -3.624 -3.032 -2.449 -0.632 -2.346 -0.527 0.742
O -2.920 -3.861 -3.307 -0.912 0.999 1.454 -0.300
C -1.943 -3.282 -4.120 0.902 0.585 -1.883 0.435
C -1.083 -4.369 -4.780 -0.983 -0.044 0.348 -1.393
C -4.422 -3.834 -1.500 -1.171 -0.568 1.087 -1.066
H -1.263 -2.606 -3.604 -0.175 0.011 0.626 -0.254
H -2.427 -2.654 -4.894 0.111 -0.286 0.245 0.400
H -0.199 -3.933 -5.186 0.498 0.590 -0.694 0.393
H -1.627 -4.942 -5.546 0.198 0.198 0.303 0.366
H -0.684 -5.033 -4.031 -0.207 -0.459 0.430 0.273
H -4.169 -3.424 -0.507 -0.175 -0.338 -0.279 0.236
H -4.093 -4.846 -1.574 0.073 -0.780 0.273 0.349
H -5.555 -3.827 -1.579 1.463 0.415 -0.361 0.311
O -0.445 6.313 -0.211 -0.115 0.209 -0.398 -0.581
C -0.651 5.282 0.357 0.616 -0.873 0.769 0.559
O -1.215 5.211 1.594 -0.061 -0.385 0.177 -0.146
C -1.394 6.476 2.256 -0.768 0.228 -1.273 -0.437
C -1.363 6.413 3.755 -0.147 -0.980 -0.330 -0.953
C -0.201 3.891 -0.080 -0.569 0.564 0.154 -0.539
H -2.304 6.938 1.833 0.156 -0.174 0.455 0.335
H -0.595 7.077 1.878 0.593 0.646 0.077 0.395
H -1.210 7.425 4.042 0.473 0.846 0.615 0.432
H -0.531 5.762 4.069 -0.336 0.382 0.167 0.096
H -2.301 6.127 4.233 0.094 -0.401 -0.198 0.290
H -1.088 3.279 -0.155 -0.388 -0.284 -0.059 0.089
H 0.395 3.434 0.733 0.143 0.337 -0.732 0.148
H 0.229 3.951 -1.086 0.336 -0.128 0.557 0.337
O -0.958 -0.764 3.904 -0.397 0.360 -0.588 -0.539
C -2.112 -0.468 4.133 1.229 -0.563 0.853 0.843
O -2.752 0.587 3.676 0.050 1.270 -1.275 -0.437
C -2.074 1.540 2.731 1.426 -2.094 2.064 0.073
C -1.129 2.456 3.451 -0.140 1.379 1.589 -0.380
C -2.938 -1.184 5.159 0.549 0.220 0.013 -1.321
H -2.888 2.013 2.321 -1.713 1.188 -1.118 0.564
H -1.510 0.994 2.015 0.083 -0.824 -0.729 -0.258
H -1.574 3.448 3.500 -0.187 0.134 0.103 0.046
H -0.161 2.675 2.998 -0.027 -0.743 -0.127 -0.118
H -0.991 2.173 4.522 0.116 -0.118 -0.894 0.367
H -2.321 -1.806 5.780 0.384 -0.428 -0.021 0.350
H -3.736 -1.748 4.742 -0.675 -0.442 -0.455 0.325
H -3.340 -0.428 5.788 -0.664 0.621 0.573 0.378
O 2.471 -2.693 -4.046 0.076 0.399 -0.236 -0.589
C 3.340 -1.868 -3.866 0.246 -0.784 0.513 0.828
O 3.192 -0.562 -4.149 -0.027 -0.493 -0.026 -0.362
C 1.914 -0.256 -4.771 0.838 1.264 -0.180 0.275
C 1.804 1.285 -4.943 -2.624 -1.449 0.159 -1.141
C 4.689 -2.248 -3.249 -0.560 1.148 0.850 -1.063
H 1.142 -0.677 -4.152 -0.413 -0.140 0.061 -0.120
H 1.912 -0.709 -5.767 -0.104 -0.209 0.299 0.328
H 1.414 1.418 -5.947 0.417 0.509 -0.264 0.289
H 2.663 1.831 -4.725 1.769 0.615 -0.076 0.369
H 1.020 1.740 -4.314 0.216 -0.475 0.071 0.267
H 4.587 -3.213 -2.714 0.127 0.499 -0.623 0.261
H 4.931 -1.458 -2.482 0.053 -0.739 -0.864 0.280
H 5.454 -2.253 -4.034 -0.097 -0.116 0.338 0.380
Br -3.017 1.590 -5.653 0.280 0.392 -0.258 -0.141
C -4.073 1.329 -4.045 -0.497 -0.590 -0.711 -0.270
C -4.319 2.575 -3.216 -0.477 -1.353 0.694 -0.512
Br -2.822 3.632 -2.772 1.042 0.454 0.179 -0.109
H -3.550 0.503 -3.574 -0.269 0.125 0.467 0.001
H -5.026 0.975 -4.508 0.594 0.211 0.915 0.343
H -4.767 2.315 -2.234 0.098 -0.079 -0.787 0.330
H -4.978 3.205 -3.749 -0.726 0.737 -0.449 0.376
C 2.293 0.274 4.467 1.664 0.018 1.664 -0.732
C 2.798 1.649 4.052 -1.253 -1.080 1.431 0.715
O 3.584 1.818 3.164 0.694 0.609 -1.039 -0.618
N 2.173 2.656 4.757 0.884 0.599 0.076 -0.118
C 2.397 4.045 4.363 -0.943 0.130 -0.774 -0.643
H 2.287 0.260 5.607 -0.443 -0.229 -1.410 0.452
H 2.962 -0.538 4.139 -0.162 0.538 0.007 0.179
H 1.336 0.113 4.031 -1.004 -0.182 -0.016 -0.010
H 1.807 2.478 5.693 0.138 -0.097 -0.812 0.234
H 3.130 4.114 3.547 -0.081 -0.342 0.428 0.297
H 2.719 4.705 5.174 -0.179 -0.251 -0.016 0.361
H 1.434 4.390 3.916 0.646 0.285 0.467 -0.036
```
Positions in Å, forces in eV/Å.